[1]
Entry from the OMol25 dataset: a 15-piece molecular cluster, C65H170N20O25 overall at a distorted geometry (ωB97M-V/def2-TZVPD).

Positions of all 280 atoms, in Å:
C  30.818  10.978  16.385
O  29.445  10.864  15.924
C  28.702  12.019  16.197
C  27.253  11.663  15.966
N  26.454  12.843  16.135
C  25.022  12.551  16.334
C  24.289  13.768  16.857
O  24.781  14.262  18.087
C  24.803  13.341  19.118
H  31.347  11.797  15.935
H  31.220  9.963  16.177
H  30.852  11.153  17.458
H  29.046  12.934  15.680
H  28.854  12.173  17.284
H  27.007  10.912  16.688
H  27.043  11.390  14.921
H  26.845  13.393  16.915
H  24.982  11.706  17.027
H  24.517  12.292  15.387
H  23.224  13.381  17.052
H  24.321  14.688  16.209
H  24.686  13.795  20.120
H  25.726  12.755  19.102
H  23.995  12.666  19.076
C  24.309  21.205  12.783
O  25.415  21.166  13.703
C  25.899  22.491  14.104
C  26.686  22.230  15.304
N  25.803  22.133  16.440
C  26.414  21.460  17.547
C  25.456  21.084  18.639
O  26.227  20.581  19.682
C  25.527  20.429  20.938
H  24.554  22.017  12.093
H  23.345  21.431  13.334
H  24.194  20.230  12.333
H  25.044  23.235  14.379
H  26.528  22.896  13.246
H  27.312  23.161  15.512
H  27.277  21.329  15.150
H  24.977  21.627  16.154
H  27.188  22.050  18.145
H  26.924  20.620  17.106
H  24.707  20.334  18.371
H  24.947  22.003  18.928
H  25.009  21.362  21.197
H  26.219  20.240  21.773
H  24.733  19.664  20.881
C  24.260  14.500  31.863
O  23.944  15.394  30.870
C  24.623  15.044  29.704
C  24.417  16.036  28.549
N  22.952  16.043  28.190
C  22.200  17.233  28.589
C  20.798  17.135  27.994
O  20.195  15.909  28.232
C  18.833  15.741  27.919
H  23.941  13.517  31.648
H  23.644  14.768  32.754
H  25.288  14.513  32.111
H  24.136  14.070  29.408
H  25.721  14.863  29.914
H  25.067  15.846  27.638
H  24.681  17.027  28.856
H  22.456  15.157  28.394
H  22.683  18.172  28.339
H  22.053  17.248  29.679
H  20.813  17.426  26.939
H  20.215  17.963  28.480
H  18.684  15.848  26.823
H  18.147  16.387  28.530
H  18.694  14.670  28.137
C  18.968  22.055  20.934
O  19.013  20.870  20.197
C  18.234  19.805  20.771
C  18.475  18.464  19.959
N  19.800  17.898  19.915
C  20.641  18.274  18.812
C  21.951  17.561  18.624
O  22.858  18.039  19.608
C  24.030  17.208  19.758
H  17.877  22.408  20.941
H  19.668  22.728  20.431
H  19.325  21.747  21.940
H  17.158  20.171  20.784
H  18.647  19.657  21.837
H  18.120  18.706  18.970
H  17.772  17.783  20.436
H  19.701  16.895  20.046
H  20.965  19.329  18.972
H  20.071  18.151  17.913
H  22.346  17.677  17.614
H  21.957  16.459  18.727
H  24.497  17.553  20.681
H  24.706  17.466  18.951
H  23.849  16.106  19.742
C  29.022  12.808  25.046
O  29.793  13.185  23.886
C  30.581  14.376  24.073
C  31.175  14.841  22.805
N  31.626  16.213  22.980
C  30.519  17.202  22.842
C  31.085  18.593  23.208
O  32.057  19.015  22.275
C  32.317  20.385  22.167
H  29.614  12.702  25.942
H  28.574  11.827  24.949
H  28.315  13.588  25.260
H  31.407  14.165  24.740
H  29.979  15.201  24.477
H  30.420  14.733  21.960
H  32.002  14.197  22.529
H  32.347  16.439  22.310
H  29.664  16.998  23.388
H  30.153  17.266  21.784
H  31.496  18.601  24.187
H  30.296  19.329  23.174
H  31.351  20.930  21.962
H  33.019  20.537  21.364
H  32.782  20.793  23.088
C  22.259  20.450  21.662
O  22.991  20.900  22.802
C  22.425  22.061  23.397
C  23.300  22.368  24.615
N  24.715  22.626  24.246
C  25.550  22.880  25.479
C  27.010  22.645  25.085
O  27.204  21.294  24.743
C  28.379  21.001  23.884
H  22.262  21.142  20.813
H  21.215  20.367  21.961
H  22.645  19.494  21.385
H  21.485  21.873  23.842
H  22.403  22.893  22.719
H  23.352  21.603  25.368
H  22.981  23.313  25.057
H  25.182  21.805  23.834
H  25.305  22.118  26.232
H  25.353  23.847  25.903
H  27.724  22.963  25.858
H  27.155  23.215  24.149
H  28.468  21.587  22.983
H  28.377  19.961  23.547
H  29.285  21.097  24.466
C  13.483  20.284  29.367
O  13.670  20.097  28.019
C  14.699  19.203  27.531
C  14.468  18.897  26.071
N  15.596  18.066  25.708
C  15.545  17.571  24.250
C  16.592  16.528  24.032
O  16.715  16.270  22.620
C  17.837  15.478  22.358
H  12.849  21.172  29.529
H  14.451  20.447  29.896
H  12.974  19.491  29.919
H  14.642  18.317  28.117
H  15.751  19.621  27.599
H  14.487  19.877  25.506
H  13.514  18.346  25.934
H  15.456  17.212  26.259
H  15.711  18.484  23.661
H  14.535  17.169  24.012
H  16.356  15.643  24.545
H  17.502  16.929  24.424
H  17.625  14.936  21.383
H  17.945  14.644  23.084
H  18.834  15.943  22.241
C  23.309  21.468  28.436
O  24.586  21.076  28.139
C  25.173  20.099  29.000
C  26.492  19.771  28.348
N  26.257  19.235  27.056
C  27.515  18.764  26.541
C  27.851  17.393  27.238
O  28.839  16.673  26.534
C  29.318  15.522  27.200
H  23.148  22.304  27.792
H  23.129  21.754  29.467
H  22.581  20.713  28.156
H  24.606  19.206  29.036
H  25.341  20.455  30.019
H  27.117  19.081  28.933
H  26.977  20.789  28.325
H  25.773  19.857  26.448
H  28.310  19.480  26.776
H  27.542  18.684  25.456
H  26.856  16.907  27.216
H  28.108  17.426  28.335
H  30.234  15.264  26.733
H  28.624  14.627  27.111
H  29.482  15.810  28.245
C  27.113  16.985  17.498
O  28.122  17.075  16.581
C  28.305  15.893  15.869
C  29.491  16.069  14.901
N  29.503  17.298  14.063
C  28.261  17.574  13.433
C  28.350  18.891  12.692
O  28.707  19.961  13.562
C  28.896  21.177  12.849
H  26.147  16.774  17.096
H  27.034  17.918  18.103
H  27.323  16.160  18.163
H  27.363  15.764  15.312
H  28.475  15.053  16.543
H  29.475  15.243  14.139
H  30.421  16.058  15.468
H  29.819  18.130  14.550
H  27.437  17.720  14.173
H  27.926  16.745  12.780
H  27.321  19.069  12.283
H  29.128  18.789  11.861
H  27.999  21.579  12.387
H  29.523  21.052  12.009
H  29.318  21.931  13.486
C  27.328  17.532  21.166
O  27.193  17.815  22.579
C  27.205  16.546  23.325
C  25.843  15.746  23.238
N  24.694  16.669  23.474
C  24.474  17.128  24.813
C  23.490  18.298  24.917
O  22.190  18.055  24.484
C  21.241  19.085  24.901
H  28.270  17.007  20.926
H  27.328  18.495  20.627
H  26.452  16.976  20.730
H  27.453  16.751  24.340
H  27.897  15.780  23.006
H  25.877  15.017  24.073
H  25.686  15.144  22.343
H  24.879  17.452  22.868
H  25.343  17.486  25.372
H  24.151  16.232  25.352
H  23.931  19.110  24.316
H  23.610  18.563  26.019
H  21.267  19.161  25.977
H  20.255  18.636  24.743
H  21.484  20.039  24.433
C  25.483  12.943  26.433
O  26.227  13.912  26.503
N  24.208  13.223  26.430
N  25.952  11.745  26.239
H  24.003  14.214  26.433
H  23.327  12.653  26.469
H  26.930  11.664  26.342
H  25.361  10.954  26.291
C  21.687  15.519  21.437
O  20.756  15.211  20.714
N  22.755  14.724  21.675
N  21.611  16.627  22.186
H  22.657  13.826  21.207
H  23.477  14.970  22.328
H  21.086  17.336  21.676
H  22.419  17.035  22.646
C  19.595  22.024  28.963
O  19.841  20.885  28.597
N  19.509  23.059  28.072
N  19.433  22.171  30.276
H  19.364  23.981  28.395
H  19.654  22.824  27.092
H  19.477  21.266  30.684
H  18.795  22.892  30.630
C  21.152  13.941  25.130
O  21.239  13.116  26.047
N  20.447  13.545  23.972
N  21.608  15.186  25.056
H  20.237  12.597  23.845
H  20.394  14.208  23.201
H  21.399  15.879  24.341
H  21.755  15.612  25.980
C  18.177  20.782  25.325
O  19.110  21.590  25.268
N  17.917  20.048  26.447
N  17.350  20.591  24.226
H  18.556  20.051  27.198
H  17.476  19.173  26.296
H  16.367  20.833  24.374
H  17.648  21.210  23.460

Its HOMO-LUMO gap is 0.3159 hartree. The highest occupied orbital energy comes out at -8.2060 eV. Its net charge is 0. The LUMO energy is 0.0143 hartree. For the energy above the lowest of the compared OMol25 structures with the same formula, charge and spin, the calculation gives 1.4841 eV.

[2]
Entry from the OMol25 dataset: C65H45Cl4N9Pb as an isolated structure at a distorted geometry (ωB97M-V/def2-TZVPD).

Positions of all 124 atoms, in Å:
Pb  0.937  -0.603  0.058
Cl  -3.606  7.693  -3.207
C  -2.853  6.251  -2.569
C  -1.678  5.785  -3.135
C  -1.098  4.633  -2.631
C  -1.671  3.921  -1.570
C  -2.842  4.435  -1.013
C  -3.435  5.589  -1.504
C  -0.999  2.670  -1.132
C  0.348  2.819  -0.749
C  0.899  4.091  -0.296
C  2.148  3.831  0.159
C  2.407  2.428  -0.121
C  3.648  1.745  -0.141
C  4.843  2.227  0.576
C  5.270  3.557  0.639
C  6.396  3.925  1.359
C  7.133  2.955  2.013
Cl  8.556  3.418  2.917
C  6.758  1.624  1.958
C  5.621  1.274  1.252
C  3.836  0.595  -0.965
N  2.883  -0.239  -1.401
C  3.384  -0.950  -2.449
C  2.666  -1.904  -3.174
C  3.214  -2.344  -4.484
C  4.478  -2.909  -4.655
C  4.952  -3.260  -5.911
C  4.157  -3.051  -7.021
Cl  4.750  -3.489  -8.606
C  2.893  -2.497  -6.893
C  2.436  -2.150  -5.634
C  1.356  -2.384  -2.860
C  0.735  -3.507  -3.520
C  -0.537  -3.598  -3.033
C  -0.699  -2.513  -2.104
N  0.483  -1.858  -1.971
C  -1.962  -2.019  -1.660
C  -2.175  -0.684  -1.305
C  -3.451  -0.008  -1.134
C  -3.182  1.318  -1.122
C  -1.728  1.453  -1.171
N  -1.173  0.232  -1.259
C  -3.107  -2.952  -1.748
C  -3.015  -4.204  -1.135
C  -4.050  -5.123  -1.200
C  -5.200  -4.794  -1.898
Cl  -6.503  -5.953  -2.009
C  -5.323  -3.567  -2.525
C  -4.280  -2.656  -2.444
C  4.757  -0.528  -2.689
C  5.057  0.375  -1.725
N  1.289  1.859  -0.610
H  -1.228  6.316  -3.963
H  -0.182  4.259  -3.072
H  -3.278  3.945  -0.152
H  -4.337  5.981  -1.052
H  0.365  5.028  -0.252
H  2.814  4.537  0.628
H  4.741  4.317  0.084
H  6.707  4.960  1.405
H  7.343  0.872  2.472
H  5.303  0.239  1.223
H  5.093  -3.102  -3.786
H  5.933  -3.704  -6.027
H  2.279  -2.335  -7.769
H  1.459  -1.698  -5.527
H  1.204  -4.149  -4.249
H  -1.297  -4.307  -3.325
H  -4.414  -0.479  -1.019
H  -3.903  2.114  -1.033
H  -2.114  -4.456  -0.591
H  -3.965  -6.085  -0.713
H  -6.222  -3.332  -3.079
H  -4.367  -1.711  -2.964
H  5.404  -0.848  -3.489
H  5.984  0.914  -1.595
C  -6.665  -2.475  2.347
C  -5.284  -1.912  2.579
C  -5.065  -0.757  3.329
C  -3.803  -0.226  3.469
C  -2.628  -0.778  2.859
N  -1.396  -0.259  2.999
C  -1.199  1.074  3.177
C  -1.933  2.077  2.488
C  -1.785  3.425  2.735
C  -0.862  3.893  3.667
C  -0.699  5.361  3.969
C  -0.059  2.945  4.280
C  -0.198  1.582  4.050
N  0.667  0.718  4.789
C  1.021  0.893  6.087
C  1.875  -0.133  6.415
C  1.978  -0.887  5.229
N  1.247  -0.364  4.261
C  -2.864  -2.048  2.257
C  -4.155  -2.547  2.092
N  -1.817  -2.949  1.881
C  -1.801  -4.238  2.305
C  -0.698  -4.842  1.754
C  -0.101  -3.829  0.986
N  -0.773  -2.689  1.071
H  -7.429  -1.750  2.632
H  -6.836  -3.387  2.929
H  -6.817  -2.728  1.295
H  -5.905  -0.268  3.817
H  -3.671  0.648  4.089
H  -2.640  1.745  1.740
H  -2.383  4.141  2.177
H  -1.448  5.949  3.437
H  0.291  5.721  3.671
H  -0.811  5.560  5.039
H  0.727  3.281  4.950
H  0.626  1.701  6.678
H  2.359  -0.310  7.361
H  2.546  -1.788  5.056
H  -4.278  -3.471  1.534
H  -2.553  -4.614  2.977
H  -0.368  -5.859  1.883
H  0.778  -3.880  0.363
C  2.749  -2.319  0.585
H  2.445  -2.862  1.486
H  3.679  -1.769  0.772
H  2.892  -3.015  -0.252

Its HOMO-LUMO gap is 0.1669 hartree. The highest occupied orbital energy comes out at -1.1658 eV. Its net charge is -2. The LUMO energy is 0.1241 hartree. For the energy above the lowest of the compared OMol25 structures with the same formula, charge and spin, the calculation gives 0.0000 eV.